Run a
Computed, not measured: 2 unconnected molecules or ions with the total composition C2H2N2O, with ωB97M-V/def2-TZVPD.

Atoms and positions in Å:
C: -1.98 -0.29 0.15
C: 1.99 0.55 -0.14
N: -2.30 0.75 -0.05
N: 1.06 -0.16 -0.13
O: 0.31 -1.04 -0.12
H: -1.66 -1.26 0.53
H: 2.58 1.44 -0.24

Values from the calculation:
Highest occupied orbital energy = -0.38421 Ha
Orbital gap = 11.2 eV

***

Run b
Computed, not measured: a single C2H2N2O molecule, with ωB97M-V/def2-TZVPD.

Atoms and positions in Å:
C: 1.39 0.52 -0.13
C: -0.76 -0.63 0.01
N: 2.50 0.53 -0.05
N: -0.18 0.55 -0.24
O: -0.32 -1.72 -0.08
H: -1.99 -0.53 0.20
H: -0.65 1.27 0.29

Values from the calculation:
Highest occupied orbital energy = -0.40477 Ha
Orbital gap = 11.5 eV

***

Run c
Computed, not measured: a single C2H2N2O molecule, with ωB97M-V/def2-TZVPD.

Atoms and positions in Å:
O: -1.22 0.40 -0.92
N: -0.29 -0.53 -1.25
C: 0.57 -0.55 -0.26
C: 0.16 0.43 0.69
N: -0.95 0.98 0.26
H: 1.36 -1.29 -0.26
H: 0.38 0.57 1.73

Values from the calculation:
Highest occupied orbital energy = -0.42177 Ha
Orbital gap = 12.2 eV

***

Run d
Computed, not measured: 2 unconnected molecules or ions with the total composition C2H2N2O, with ωB97M-V/def2-TZVPD.

Atoms and positions in Å:
C: -1.12 0.97 0.01
C: -1.00 -0.32 0.00
N: 2.81 -0.03 -0.01
N: 2.12 -0.88 -0.02
O: -1.39 2.11 -0.05
H: -0.64 -0.91 -0.77
H: -0.77 -0.95 0.84

Values from the calculation:
Highest occupied orbital energy = -0.34908 Ha
Orbital gap = 10.4 eV

***

Which one sits at the top of the stability order? run d does.

***

Run a
Computed, not measured: 2 unconnected molecules or ions with the total composition C2H2N2O, with ωB97M-V/def2-TZVPD.

Atoms and positions in Å:
C: 1.98 -0.04 -0.15
C: 0.60 0.38 0.01
N: 2.80 -0.85 -0.32
N: -3.07 -0.07 -0.25
O: -0.22 0.17 -0.84
H: 0.26 0.68 1.05
H: -2.36 -0.26 0.49

Values from the calculation:
Highest occupied orbital energy (alpha / beta) = -0.41107 / -0.40842 Ha
Orbital gap (alpha / beta) = 10.1 / 10.0 eV

***

Run b
Computed, not measured: 2 unconnected molecules or ions with the total composition C2H2N2O, with ωB97M-V/def2-TZVPD.

Atoms and positions in Å:
C: -1.00 1.06 -0.25
C: -0.99 -0.13 -0.22
N: 2.25 -0.26 0.50
N: 2.73 0.42 -0.22
O: -0.99 -1.43 -0.20
H: -0.99 2.11 -0.32
H: -1.00 -1.77 0.71

Values from the calculation:
Highest occupied orbital energy = -0.35452 Ha
Orbital gap = 10.3 eV

***

Run c
Computed, not measured: a single C2H2N2O molecule, with ωB97M-V/def2-TZVPD.

Atoms and positions in Å:
O: -0.75 1.08 -1.69
C: -0.48 1.01 -0.52
N: -0.04 0.38 0.49
C: 0.59 -1.32 0.52
N: 0.45 -1.54 -0.62
H: -0.63 1.87 0.27
H: 0.85 -1.49 1.55

Values from the calculation:
Highest occupied orbital energy = -0.39475 Ha
Orbital gap = 9.2 eV

***

Run d
Computed, not measured: a single C2H2N2O molecule, with ωB97M-V/def2-TZVPD.

Atoms and positions in Å:
O: 0.60 1.87 0.55
C: -0.25 1.06 0.26
C: -0.22 -0.39 0.51
N: 0.77 -1.11 0.07
N: 1.47 -1.86 -0.41
H: -1.15 1.34 -0.31
H: -1.13 -0.98 0.48

Values from the calculation:
Highest occupied orbital energy = -0.34461 Ha
Orbital gap = 9.5 eV

***

Which one sits at the top of the stability order? run b does.

***

Run a
Computed, not measured: 2 unconnected molecules or ions with the total composition C2H2N2O, with ωB97M-V/def2-TZVPD.

Atoms and positions in Å:
C: 0.45 -1.21 0.47
C: -0.42 -1.05 1.28
N: -0.22 1.36 -2.30
N: 0.02 1.52 -1.22
O: 0.06 1.56 -0.09
H: 1.36 -1.28 -0.08
H: -1.24 -0.90 1.94

Values from the calculation:
Highest occupied orbital energy = -0.39028 Ha
Orbital gap = 11.7 eV

***

Run b
Computed, not measured: a single C2H2N2O molecule, with ωB97M-V/def2-TZVPD.

Atoms and positions in Å:
C: 0.16 -0.59 0.20
C: -0.02 1.03 0.20
H: -1.40 -0.51 -1.36
H: -0.75 -2.10 -0.82
N: -0.75 -1.10 -0.71
N: -0.33 2.12 -0.24
O: 1.11 -0.89 0.81

Values from the calculation:
Highest occupied orbital energy = -0.41373 Ha
Orbital gap = 11.7 eV

***

Run c
Computed, not measured: 4 unconnected molecules or ions with the total composition C2H2N2O, with ωB97M-V/def2-TZVPD.

Atoms and positions in Å:
C: -1.21 -0.63 1.02
C: 1.22 0.77 0.20
N: -2.28 -1.17 0.85
N: -0.26 -0.21 1.65
O: 2.24 1.18 -0.10
H: 0.29 0.35 -1.50
H: -0.01 -0.29 -2.12

Values from the calculation:
Highest occupied orbital energy (alpha / beta) = -0.39300 / -0.39389 Ha
Orbital gap (alpha / beta) = 8.0 / 8.0 eV

***

Which one sits at the top of the stability order? run b does.

***

Run a
Computed, not measured: a molecular structure, CH6N2O2, with ωB97M-V/def2-TZVPD.

Atoms and positions in Å:
N: -1.88 0.63 0.73
H: -0.74 0.61 0.05
H: -2.55 1.42 0.48
H: -2.16 -0.23 0.36
H: -1.87 0.58 1.74
N: 2.06 -0.75 -1.08
C: 0.97 -0.47 -0.25
O: 0.80 -1.21 0.73
O: 0.19 0.51 -0.63
H: 2.36 0.01 -1.63
H: 2.82 -1.11 -0.51

Values from the calculation:
Highest occupied orbital energy = -0.34800 Ha
Orbital gap = 10.0 eV

***

Run b
Computed, not measured: 2 unconnected molecules or ions with the total composition CH6N2O2, with ωB97M-V/def2-TZVPD.

Atoms and positions in Å:
C: -0.07 -0.09 -1.70
O: -1.09 -0.41 -0.84
H: -1.16 0.33 -0.09
H: -0.37 0.58 -2.51
H: 0.42 -1.00 -2.06
H: 0.69 0.54 -1.06
N: 0.19 -0.38 1.95
N: -0.09 0.70 1.19
O: 0.90 1.14 0.57
H: -0.59 -0.74 2.48
H: 1.16 -0.66 2.08

Values from the calculation:
Highest occupied orbital energy = -0.34873 Ha
Orbital gap = 9.7 eV

***

Which one sits at the top of the stability order? run a does.

***

Run a
Computed, not measured: a gas-phase ion, C3H4N3 (charge +1), with ωB97M-V/def2-TZVPD.

Atoms and positions in Å:
C: 0.66 0.74 1.04
C: -1.26 -0.20 -0.20
C: 1.14 0.35 -0.30
N: -1.52 0.41 0.88
N: -0.35 0.73 1.69
N: 0.05 -0.59 -0.56
H: -2.01 -0.87 -0.77
H: 1.05 1.29 -0.77
H: 2.06 -0.32 -0.25
H: 0.17 -1.54 -0.76

Values from the calculation:
Highest occupied orbital energy = -0.58644 Ha
Total charge = +1
Orbital gap = 8.5 eV

***

Run b
Computed, not measured: a gas-phase ion, C3H4N3 (charge +1), with ωB97M-V/def2-TZVPD.

Atoms and positions in Å:
C: -1.09 -0.20 0.45
C: 1.20 0.67 -0.59
C: 1.06 -0.93 -0.20
N: -0.21 -1.09 0.28
N: -0.91 1.16 0.24
N: 0.31 1.43 -0.26
H: -2.00 -0.40 0.86
H: 1.23 -1.45 -1.05
H: 1.92 -1.06 0.40
H: -1.51 1.87 -0.12

Values from the calculation:
Highest occupied orbital energy (alpha / beta) = -0.57286 / -0.57285 Ha
Total charge = +1
Orbital gap (alpha / beta) = 7.9 / 7.9 eV

***

Run c
Computed, not measured: a gas-phase ion, C3H4N3 (charge +1), with ωB97M-V/def2-TZVPD.

Atoms and positions in Å:
C: 0.06 1.22 -1.40
C: 0.64 1.89 -0.38
C: -0.69 -1.92 0.67
N: -0.55 -1.12 -0.95
N: -0.41 -0.01 -1.33
N: 1.27 2.45 0.43
H: -0.15 1.57 -2.43
H: -0.33 -2.89 0.43
H: -1.57 -1.57 0.99
H: 2.16 2.85 0.63

Values from the calculation:
Highest occupied orbital energy (alpha / beta) = -0.53269 / -0.50653 Ha
Total charge = +1
Orbital gap (alpha / beta) = 8.5 / 8.0 eV

***

Run d
Computed, not measured: a gas-phase ion, C3H4N3 (charge +1), with ωB97M-V/def2-TZVPD.

Atoms and positions in Å:
C: 2.58 0.20 1.06
C: 2.35 -0.51 -1.12
C: -0.83 0.62 -0.02
N: 1.21 -0.27 -0.93
N: 1.47 0.59 1.12
N: 0.55 0.22 0.17
H: 3.28 -0.65 -1.60
H: -1.38 -0.34 -0.24
H: -1.24 1.05 0.95
H: -0.81 1.43 -0.85

Values from the calculation:
Highest occupied orbital energy = -0.56843 Ha
Total charge = +1
Orbital gap = 7.5 eV

***

Which one sits at the top of the stability order? run b does.

***

Run a
Computed, not measured: 2 unconnected molecules or ions with the total composition C3H4N3, with ωB97M-V/def2-TZVPD.

Atoms and positions in Å:
C: -1.89 -0.47 -0.63
C: -1.93 0.54 0.34
C: 2.42 0.07 -0.23
N: -0.62 -0.80 -0.77
N: -0.61 0.74 0.75
N: 0.04 -0.03 -0.03
H: -2.55 -1.13 -0.99
H: -2.62 1.30 0.68
H: 2.66 0.76 0.63
H: 2.67 -0.81 -0.86

Values from the calculation:
Highest occupied orbital energy (alpha / beta) = -0.59400 / -0.59178 Ha
Total charge = +1
Orbital gap (alpha / beta) = 9.8 / 7.5 eV

***

Run b
Computed, not measured: a gas-phase ion, C3H4N3 (charge +1), with ωB97M-V/def2-TZVPD.

Atoms and positions in Å:
C: -0.83 -1.19 -0.06
C: -1.65 -0.17 0.03
C: 0.77 0.65 -0.05
N: -1.49 1.12 -0.09
N: -0.19 1.35 -0.04
N: 1.99 0.39 -0.02
H: -1.02 -2.20 0.20
H: -2.61 -0.68 -0.05
H: 2.49 -0.35 -0.49
H: 2.54 1.07 0.57

Values from the calculation:
Highest occupied orbital energy (alpha / beta) = -0.54517 / -0.53731 Ha
Total charge = +1
Orbital gap (alpha / beta) = 7.5 / 7.4 eV

***

Run c
Computed, not measured: a gas-phase ion, C3H4N3 (charge +1), with ωB97M-V/def2-TZVPD.

Atoms and positions in Å:
C: -0.82 -1.87 -0.36
C: 0.24 -0.23 0.58
C: 0.61 0.99 1.05
N: -0.50 -2.15 1.04
N: 0.03 -1.17 1.52
N: -0.37 -0.69 -0.62
H: -1.47 -2.44 -0.97
H: 0.74 1.98 0.61
H: 0.64 1.02 2.17
H: -0.19 -0.33 -1.60

Values from the calculation:
Highest occupied orbital energy = -0.56940 Ha
Total charge = +1
Orbital gap = 8.4 eV

***

Which one sits at the top of the stability order? run c does.

***

Run a
Computed, not measured: a single FH3P2S molecule, with ωB97M-V/def2-TZVPD.

Atoms and positions in Å:
F: -1.46 -1.15 0.98
P: -0.84 -0.08 -0.14
P: 1.51 -0.02 0.56
S: 2.71 0.42 -0.89
H: -2.11 0.60 -0.36
H: -1.02 -0.91 -1.36
H: 1.22 1.14 1.21

Values from the calculation:
Highest occupied orbital energy = -0.30429 Ha
Orbital gap = 7.3 eV

***

Run b
Computed, not measured: a molecular structure, FH3P2S, with ωB97M-V/def2-TZVPD.

Atoms and positions in Å:
F: -0.21 -0.31 -1.52
P: 0.45 -1.04 1.13
P: -0.61 0.48 -0.20
S: 0.02 2.38 -0.48
H: 1.30 -0.15 1.71
H: 1.26 -1.39 0.11
H: -2.20 0.03 -0.76

Values from the calculation:
Highest occupied orbital energy = -0.33540 Ha
Orbital gap = 8.0 eV

***

Which one sits at the top of the stability order? run b does.

***

Run a
Computed, not measured: a gas-phase ion, C4H7N4 (charge +1), with ωB97M-V/def2-TZVPD.

Atoms and positions in Å:
C: 1.83 -1.32 -0.74
C: -0.72 -0.71 1.10
C: 1.23 0.67 0.65
C: -0.95 0.85 -0.56
N: 2.04 -0.29 -0.31
N: -0.11 0.44 0.60
N: -1.66 -1.12 0.30
N: -1.83 -0.28 -0.73
H: 1.89 -2.25 -1.29
H: -0.31 -1.27 1.95
H: 1.80 0.67 1.70
H: 1.31 1.73 0.31
H: -1.56 1.74 -0.36
H: -0.36 1.13 -1.49
H: -2.61 0.00 -1.13

Values from the calculation:
Highest occupied orbital energy (alpha / beta) = -0.45189 / -0.45187 Ha
Total charge = +1
Orbital gap (alpha / beta) = 7.0 / 7.0 eV

***

Run b
Computed, not measured: a gas-phase ion, C4H7N4 (charge +1), with ωB97M-V/def2-TZVPD.

Atoms and positions in Å:
C: 1.77 0.08 -0.46
C: -0.13 1.07 0.57
C: -0.44 -0.59 -1.15
C: 0.43 0.58 -0.77
N: 2.79 -0.40 -0.26
N: 0.16 2.14 1.08
N: -0.92 0.00 1.11
N: -0.64 -1.15 0.28
H: -1.25 -0.37 -1.79
H: -0.01 -1.30 -1.74
H: 0.42 1.30 -1.47
H: -0.17 2.49 1.96
H: -0.80 -0.31 2.06
H: -1.40 -1.89 0.18
H: 0.20 -1.64 0.40

Values from the calculation:
Highest occupied orbital energy = -0.54497 Ha
Total charge = +1
Orbital gap = 10.9 eV

***

Which one sits at the top of the stability order? run b does.